[1]
92
Properties=species:S:1:pos:R:3:forces:R:3:lowdin_charge:R:1 method="wB97M-V/def2-TZVPD" charge=+1 energy_ev=-103884.68646 s2=8.757 spin_multiplicity=6
Mn 0.8832 1.2675 -0.4764 0.58 1.15 -0.72 0.806
S -0.6973 -2.0130 -0.8909 -0.14 -0.06 -0.11 0.760
O -3.9482 5.8432 -4.7512 0.02 -0.10 0.00 0.073
O -3.7617 3.9973 -5.8508 0.03 0.11 0.10 0.066
O 1.7872 -0.3011 -0.0246 1.40 -2.45 1.05 -0.171
O 0.1491 0.5832 -2.4429 -0.23 -0.28 -0.33 -0.076
O -0.2366 2.7377 -0.8979 -1.51 1.88 -0.66 -0.128
O -0.0661 1.1362 1.3224 -0.38 -0.18 0.87 -0.120
N 1.9486 2.9927 0.7280 -0.27 -0.11 0.11 0.016
N -2.6401 -3.7705 -1.0129 0.19 -0.26 0.22 0.100
N 1.2540 -2.2211 1.8354 0.16 -0.14 0.09 0.085
N 2.7398 1.6150 -1.7342 0.21 -0.25 0.04 -0.014
N -1.7610 -0.5286 2.2462 0.16 0.12 0.32 0.057
N -0.7298 -4.4693 0.1512 0.19 -0.21 0.16 0.099
N -3.5239 4.7105 -4.8906 -0.13 0.01 -0.18 -0.363
C 0.6537 -2.8764 2.9977 -0.10 -0.12 0.29 -0.161
C -0.6818 1.1082 -3.1791 0.03 -0.11 -0.20 -0.170
C -0.4940 -2.1221 3.6587 0.04 0.12 -0.42 -0.129
C 4.5793 -2.8850 -1.6420 0.10 -0.43 0.19 -0.260
C 3.8023 -3.2608 -0.5743 0.05 0.11 -0.04 0.023
C -2.6133 5.2625 4.1900 0.13 -0.02 0.00 -0.044
C 3.1930 3.5278 0.2115 0.07 0.25 -0.10 -0.208
C 3.0740 4.0311 -1.2348 -0.07 -0.27 0.06 -0.136
C -1.0095 3.1693 -1.8199 0.08 -0.19 -0.07 -0.311
C -1.3585 -3.4993 -0.5543 -0.25 0.24 -0.20 -0.822
C 1.2435 3.7262 1.4864 0.56 0.22 -0.16 -0.089
C -2.6890 -5.8445 0.0425 0.11 0.00 0.01 0.024
C 2.1417 -2.8611 1.1231 -0.28 0.16 0.09 -0.017
C -2.4697 4.9155 -2.6656 -0.01 0.03 -0.03 0.015
C 2.8825 2.9326 -2.3143 0.09 0.18 -0.11 -0.181
C 3.4902 0.6701 -2.1338 0.04 0.53 -0.22 -0.069
C -2.2316 0.4905 2.9320 -0.07 -0.32 -0.30 0.004
C -3.3254 -4.8912 -0.6977 -0.08 -0.08 0.07 -0.269
C -1.3475 -5.6016 0.4205 -0.19 0.21 -0.08 -0.306
C -0.6045 2.0708 1.9999 -0.05 -0.33 0.13 -0.261
C -4.7427 -4.9805 -1.1503 -0.01 0.06 -0.08 -0.001
C -0.0319 3.3764 2.0971 -0.39 0.36 0.19 -0.106
C 5.5780 -3.8293 -2.2567 -0.10 0.09 -0.06 -0.044
C -1.7948 1.8091 2.7668 0.11 0.36 -0.22 -0.112
C -1.2595 2.4139 -3.0163 -0.02 0.37 0.46 -0.112
C 2.6720 -1.0731 -0.5146 -0.14 -0.13 0.07 -0.276
C -2.0952 2.9388 -4.0040 -0.10 -0.01 -0.18 0.050
C 4.4233 -1.5833 -2.1302 -0.42 0.40 0.23 0.043
C -0.7109 4.3587 2.7996 0.37 -0.45 -0.35 0.042
C -1.7277 -1.8853 2.7544 -0.10 -0.21 0.18 -0.147
C -1.6629 4.4252 -1.6787 -0.03 -0.02 -0.09 0.016
C -2.6761 4.1716 -3.8391 0.16 -0.16 0.18 -0.155
C 3.5147 -0.6788 -1.5975 0.19 -0.40 -0.11 -0.095
C -1.9341 4.1387 3.4540 -0.44 -0.12 0.22 -0.262
C -0.5778 -6.6258 1.1916 0.00 0.03 -0.05 -0.019
C -2.4458 2.8678 3.4427 0.07 0.17 0.08 0.018
C 2.8593 -2.3906 0.0158 0.15 0.16 -0.37 -0.120
H 5.7985 -4.6540 -1.5812 0.03 -0.01 -0.02 0.077
H 3.9132 -4.2515 -0.1454 0.04 -0.03 -0.05 0.125
H 5.1915 -4.2496 -3.1871 0.05 -0.01 -0.01 0.086
H 1.4328 -3.0262 3.7499 -0.01 -0.02 -0.04 0.131
H -0.8690 -7.6346 0.9048 0.02 -0.02 0.04 0.087
H -3.3736 2.6541 3.9632 0.01 0.01 0.05 0.126
H 4.2131 0.8650 -2.9363 0.04 -0.02 0.03 0.134
H -3.0630 -3.0501 -1.5815 -0.01 0.06 0.03 0.139
H 6.5092 -3.3117 -2.4855 0.04 -0.05 -0.01 0.082
H 2.3487 -3.8755 1.4514 -0.01 -0.02 0.01 0.146
H -2.9622 5.8722 -2.5641 0.01 0.01 -0.01 0.122
H -0.7746 -6.5058 2.2597 -0.02 -0.03 0.00 0.091
H 1.9756 3.1408 -2.8884 0.00 -0.01 0.04 0.117
H -1.0574 -0.2601 1.5500 -0.01 0.06 -0.05 0.086
H -5.1736 -5.9404 -0.8818 0.00 -0.01 -0.01 0.090
H -0.7898 -2.7081 4.5290 0.02 0.01 0.02 0.119
H -0.2728 5.3511 2.8404 0.02 0.02 0.01 0.130
H 3.7254 2.9534 -3.0157 -0.05 -0.01 -0.02 0.113
H 0.4857 -6.4792 1.0185 0.01 -0.05 0.02 0.081
H 1.6018 4.7355 1.7338 -0.02 -0.01 0.08 0.134
H 3.9971 4.5691 -1.4528 -0.04 0.08 -0.01 0.110
H 0.3029 -3.8612 2.6769 0.01 0.05 -0.04 0.109
H -2.0672 5.5035 5.1043 -0.02 0.04 0.00 0.087
H -2.2834 2.3910 -4.9188 -0.01 -0.05 0.02 0.130
H -5.3273 -4.1880 -0.6794 -0.02 -0.02 0.00 0.099
H -3.6304 4.9951 4.4703 -0.01 0.01 -0.02 0.078
H 3.9412 2.7341 0.2542 0.03 0.04 0.09 0.117
H -3.1909 -6.7579 0.3226 -0.02 0.00 -0.04 0.123
H 1.0140 -1.2729 1.5509 0.10 0.04 -0.12 0.116
H -1.4900 4.9766 -0.7638 -0.01 0.02 0.00 0.115
H -0.1385 -1.1551 4.0223 -0.01 -0.02 0.09 0.124
H -2.6420 -2.0642 3.3227 -0.01 0.01 -0.04 0.125
H -1.7045 -2.5668 1.9037 -0.07 0.03 0.01 0.089
H -4.8165 -4.8472 -2.2306 0.01 -0.03 -0.01 0.098
H 3.5332 4.3672 0.8307 0.05 -0.06 0.00 0.114
H 2.2513 4.7455 -1.2859 0.03 0.03 0.00 0.110
H -1.0362 0.5361 -4.0529 0.04 0.04 -0.07 0.138
H 5.0397 -1.2539 -2.9604 0.05 0.00 0.00 0.130
H -2.6469 6.1646 3.5792 -0.05 0.01 0.01 0.083
H -2.9859 0.2633 3.6811 0.02 0.01 0.07 0.150


[2]
83
Properties=species:S:1:pos:R:3:forces:R:3:lowdin_charge:R:1 method="wB97M-V/def2-TZVPD" charge=+1 relative_energy_ev=0.000 energy_ev=-72995.74255 s2=8.782 spin_multiplicity=6
Ru 0.1615 0.2132 -1.5629 3.66 0.36 4.25 0.940
P -0.0277 -0.1088 2.4906 0.18 0.51 -1.20 0.787
P -1.8310 1.0071 -1.2066 -3.82 1.83 0.49 0.669
P -0.0718 -1.9607 -1.3621 0.23 -3.15 0.49 0.703
O 0.0276 0.2506 1.0120 -0.05 -0.22 1.46 -0.481
N 0.3377 0.4195 -3.3421 -0.05 0.33 -6.21 -0.185
C -1.5898 -2.8726 -1.0200 -0.16 -0.33 0.10 -0.240
C 0.4342 -2.4849 -3.0585 0.01 -0.29 0.39 -0.270
C -1.4707 3.6175 -3.9009 0.05 -0.32 -0.02 -0.039
C 0.7003 3.7369 -4.9371 -0.11 -0.13 0.09 -0.026
C -0.0113 1.6782 -3.8786 0.03 0.58 -0.31 -0.186
C -1.2873 2.2637 -3.6112 0.60 -0.10 0.13 -0.229
C -0.3491 1.2197 4.9136 0.10 0.34 -0.05 -0.083
C -1.4727 -2.4766 2.6630 -0.24 0.21 0.14 -0.100
C 0.2228 2.6110 2.9997 -0.12 -0.20 0.19 -0.069
C -1.4870 -1.0862 2.8704 -0.31 -0.32 0.34 -0.289
C 1.4340 -1.0375 2.9833 0.31 -0.12 0.38 -0.293
C 3.7374 -0.1931 -4.6153 -0.11 0.04 0.03 -0.024
C -2.6679 -0.4571 3.3022 0.14 -0.26 -0.02 -0.081
C 1.6203 -1.6688 -3.5181 0.06 0.37 0.09 -0.245
C 1.1934 -2.7157 -0.2928 -0.01 -0.46 0.26 -0.235
C 1.4655 -0.2808 -3.7957 0.50 -0.12 -0.57 -0.207
C 1.4350 -1.8825 4.1052 0.30 0.06 -0.18 -0.078
C -0.0351 3.6024 5.1976 0.01 -0.14 -0.21 -0.066
C 2.9017 -2.2136 -3.6038 -0.32 0.13 -0.13 -0.045
C 3.7984 -2.3105 3.7713 -0.16 0.12 -0.12 -0.064
C -2.6312 -3.2233 2.8844 0.04 0.03 -0.05 -0.071
C -3.8154 -1.2149 3.5335 -0.02 -0.03 -0.07 -0.064
C 2.6291 -0.8015 2.2811 -0.15 -0.15 0.09 -0.084
C -2.0766 2.5364 -0.2408 -0.07 -0.01 -0.07 -0.244
C 3.9612 -1.4761 -4.1409 0.05 -0.23 0.13 -0.062
C -0.0791 1.3515 3.5416 0.01 0.27 0.31 -0.284
C 2.5012 0.4233 -4.4197 0.37 -0.43 0.15 -0.141
C -0.4853 4.3549 -4.5636 0.00 -0.09 0.06 -0.059
C -3.1669 -0.0239 -0.5440 -0.41 -0.03 0.00 -0.236
C 0.9609 2.4198 -4.5631 -0.38 0.26 0.27 -0.140
C 2.2729 1.8054 -4.9210 0.15 0.43 1.72 -0.076
C -0.3194 2.3443 5.7395 -0.02 -0.06 -0.12 -0.066
C -2.3632 1.4570 -2.9226 -0.27 0.21 0.42 -0.264
C 0.2304 3.7334 3.8299 -0.01 -0.07 0.11 -0.067
C 2.6195 -2.5128 4.4945 -0.04 0.02 -0.01 -0.066
C 3.7994 -1.4566 2.6623 -0.12 0.01 0.11 -0.067
C -3.8017 -2.5970 3.3232 0.16 0.11 -0.08 -0.062
H -0.5496 -2.9752 2.3558 -0.30 0.14 0.07 0.105
H -3.1043 2.9049 -0.3588 0.19 -0.08 0.12 0.055
H 2.2011 -2.4456 -0.6353 -0.31 0.02 0.01 0.053
H 0.4461 2.7009 1.9338 -0.08 -0.06 0.31 0.103
H -3.2855 2.0414 -2.8299 0.06 -0.07 -0.28 0.093
H 3.1090 2.4788 -4.6925 -0.16 -0.16 0.18 0.144
H -0.6383 5.4106 -4.7744 -0.04 -0.23 -0.01 0.111
H -2.6117 -4.3019 2.7159 -0.05 0.32 0.10 0.113
H 1.0881 -3.8089 -0.2958 0.10 0.09 0.06 0.059
H -1.9472 -2.6094 -0.0166 0.00 -0.10 -0.27 0.024
H -4.0566 0.6003 -0.3861 0.10 -0.23 0.00 0.059
H 1.4596 4.2689 -5.5102 -0.18 0.01 0.22 0.124
H -4.7026 -3.1877 3.5010 0.29 0.19 -0.04 0.113
H 1.0698 -2.3312 0.7282 0.06 -0.16 -0.34 0.004
H 0.5182 -2.0482 4.6766 0.28 0.02 -0.19 0.109
H -0.5232 2.2343 6.8070 0.06 0.08 -0.35 0.112
H 2.2535 1.7307 -5.9481 0.21 -0.10 -2.65 0.113
H 0.1621 1.7381 -1.0534 0.19 1.49 0.86 -0.027
H -0.4508 -2.3770 -3.7063 0.38 0.07 0.07 0.102
H -2.3534 -2.6212 -1.7660 0.18 -0.10 0.21 0.046
H -2.3972 4.1015 -3.5879 0.17 -0.16 -0.21 0.117
H 4.5299 0.3577 -5.1281 -0.19 -0.15 0.25 0.126
H -0.0186 4.4827 5.8430 -0.01 -0.28 -0.21 0.111
H 4.7207 -2.8124 4.0726 -0.33 0.16 -0.09 0.112
H -2.8398 -0.4392 0.4194 -0.13 0.07 -0.25 0.027
H -1.8725 2.2954 0.8109 -0.05 0.13 -0.22 0.031
H 2.6171 -3.1654 5.3706 0.03 0.20 -0.30 0.112
H -1.3850 -3.9512 -1.0596 -0.10 0.20 0.00 0.064
H -2.6775 0.6210 3.4802 -0.02 -0.34 -0.07 0.114
H -0.5855 0.2416 5.3388 0.08 0.27 -0.11 0.110
H -1.3679 3.3024 -0.5772 -0.16 -0.18 0.09 0.045
H 0.6971 -3.5469 -2.9992 -0.02 0.09 -0.21 0.097
H 4.7133 -1.2915 2.0904 -0.22 -0.05 0.22 0.111
H -4.7237 -0.7198 3.8825 0.27 -0.19 -0.11 0.114
H 4.9558 -1.9210 -4.1899 -0.30 0.12 -0.07 0.112
H 2.6282 -0.1144 1.4292 -0.04 -0.27 0.25 0.109
H -3.4106 -0.8321 -1.2415 0.01 0.17 0.23 0.034
H 0.4484 4.7140 3.4028 -0.05 -0.29 0.17 0.111
H -2.5858 0.5106 -3.4421 0.12 0.31 0.08 0.099
H 3.0653 -3.2260 -3.2369 -0.04 0.11 -0.27 0.117